1.
{
  "formula": "C4H7NO",
  "method": "ωB97M-V/def2-TZVPD",
  "species": ["O", "N", "C", "C", "C", "C", "H", "H", "H", "H", "H", "H", "H"],
  "xyz": [[0.641590, 0.949543, -0.701149], [2.303085, 0.228083, 0.720202], [-1.106441, -0.533830, -0.264843], [1.149191, 0.091017, 0.231642], [0.116553, -0.970509, 0.563948], [-0.777328, 0.933141, -0.584869], [-0.073703, -0.998232, 1.641973], [0.497775, -1.959995, 0.289969], [-1.181830, 1.336427, -1.515173], [2.698812, 1.077158, 0.310308], [-1.156150, -1.113937, -1.191667], [-1.056833, 1.612626, 0.233639], [-2.054716, -0.651490, 0.266016]],
  "forces_ev_per_a": [[0.1221, 0.1412, 0.0607], [-0.2602, -0.0545, -0.2110], [-0.0631, 0.0170, -0.0541], [0.2742, -0.0716, 0.2125], [0.0249, 0.0301, -0.0186], [-0.2397, -0.0322, 0.0266], [0.0447, 0.1480, -0.1877], [-0.0715, 0.2224, 0.0038], [-0.0590, -0.2550, 0.0972], [0.2044, -0.1274, 0.1310], [-0.0354, 0.1279, 0.1115], [-0.0870, -0.1937, -0.0856], [0.1457, 0.0478, -0.0863]],
  "gap_ev": 10.904,
  "smiles": "[H]/N=C1/CCCO1",
  "fmax_ev_per_a": 0.35
}

=====

2.
{
  "formula": "C35H25BaBrF5N6O3Te",
  "method": "ωB97M-V/def2-TZVPD",
  "species": ["Ba", "Te", "Br", "F", "F", "F", "F", "F", "O", "O", "O", "N", "N", "N", "N", "N", "N", "C", "C", "C", "C", "C", "C", "C", "C", "C", "C", "C", "C", "C", "C", "C", "C", "C", "C", "C", "C", "C", "C", "C", "C", "C", "C", "C", "C", "C", "C", "C", "C", "C", "C", "C", "H", "H", "H", "H", "H", "H", "H", "H", "H", "H", "H", "H", "H", "H", "H", "H", "H", "H", "H", "H", "H", "H", "H", "H", "H"],
  "xyz": [[0.040718, -1.161113, -1.833365], [0.297857, -4.599337, -2.992926], [-1.850895, 0.224930, 5.497758], [-2.014330, 2.316223, -8.445338], [-2.958144, 3.001747, -5.966464], [1.388789, -0.230335, -6.414149], [-1.768992, 2.084513, -3.741849], [0.173704, 0.695697, -8.620471], [-1.361155, -1.178319, 0.441331], [0.393017, 0.379783, -3.904357], [-1.897191, 0.618608, -0.770200], [0.986427, 1.448578, -0.912708], [1.655669, -0.519048, 0.699838], [1.219788, 0.657473, 1.297282], [-0.224269, 3.427111, -1.233155], [2.346041, -3.705267, 2.050078], [-2.009240, 0.217343, 2.745345], [0.860461, 1.571991, 0.464851], [-2.331413, -3.188370, -2.190752], [3.157057, -5.262604, 0.421312], [-1.842237, -0.033237, 0.303302], [-3.666437, 2.430530, 2.523248], [0.229042, 2.784541, 1.012762], [-3.246688, -2.140787, -2.239599], [1.937450, -1.419825, 1.552529], [-1.419572, 1.849531, -7.331408], [-0.352743, 3.684790, 0.124062], [-2.484295, -1.519230, -4.401523], [0.109973, 3.015152, 2.384161], [-1.041306, 4.803964, 0.588713], [-1.141574, 5.018465, 1.947813], [-0.307964, 1.027249, -7.412490], [-0.152098, 0.849429, -4.968883], [2.876914, -2.976004, -0.169500], [-1.541005, -2.547547, -4.388841], [-3.198506, 1.783471, 1.391589], [-3.282071, 1.969654, 3.770495], [-2.443440, 0.864805, 3.793499], [2.712596, -4.930402, 1.693118], [-1.418262, -3.371839, -3.253718], [0.308271, 0.554195, -6.271766], [-3.321667, -1.272244, -3.323237], [-1.890214, 2.194067, -6.078486], [-2.377696, 0.673362, 1.545452], [-0.563912, 4.125157, 2.850437], [0.442334, 2.341496, -1.667266], [-1.267882, 1.714567, -4.943721], [-2.295263, -4.052731, -0.960266], [-0.640297, -2.708103, -5.581278], [2.408176, -2.746231, 1.120518], [-4.252765, -0.091827, -3.300747], [3.244126, -4.259550, -0.529043], [-0.718390, 3.988558, -1.906183], [1.810667, -1.254379, 2.620895], [0.381356, -2.398876, -5.349778], [2.959287, -2.153243, -0.867462], [-5.270207, -0.394485, -3.043614], [-4.314778, 3.294041, 2.438709], [-0.580572, -3.755084, -5.880873], [-0.659032, 4.292168, 3.915269], [-3.912364, 0.628121, -2.553396], [2.640544, -5.690589, 2.463714], [-2.238310, -5.107441, -1.231268], [-1.411750, -3.843361, -0.352372], [-3.176413, -3.873511, -0.343511], [-3.441420, 2.112121, 0.391350], [-3.897771, -1.979970, -1.385782], [-1.678599, 5.885218, 2.312161], [-3.604370, 2.440640, 4.687336], [-1.492684, 5.490283, -0.118019], [0.511931, 2.207535, -2.738244], [0.539669, 2.288501, 3.060368], [3.419050, -6.284613, 0.184682], [3.574236, -4.470334, -1.537337], [-4.278284, 0.409376, -4.269137], [-2.540793, -0.874953, -5.274128], [-1.002236, -2.107807, -6.417942]],
  "forces_ev_per_a": [[-0.0549, 0.1052, -0.1836], [0.0348, 0.0343, 0.0428], [0.0039, 0.0014, -0.0004], [-0.0041, 0.0048, -0.0049], [-0.0113, 0.0116, -0.0075], [0.0087, -0.0098, 0.0022], [-0.0048, -0.0022, 0.0013], [0.0002, 0.0010, 0.0011], [-0.0693, 0.0622, 0.0082], [0.0111, -0.0729, 0.0818], [0.0218, 0.0044, -0.0356], [0.0517, 0.0072, -0.0256], [0.0486, 0.0765, -0.0368], [-0.0457, -0.0450, 0.0188], [0.0408, 0.0233, -0.0220], [0.0005, -0.0020, -0.0024], [0.0024, -0.0091, 0.0080], [-0.0443, -0.0396, -0.0069], [-0.0137, -0.0300, -0.0040], [0.0029, 0.0006, -0.0114], [0.0688, -0.1606, 0.1720], [-0.0005, 0.0034, -0.0043], [0.0178, -0.0279, 0.0261], [-0.0074, 0.0000, 0.0034], [0.0243, -0.0210, 0.0086], [0.0082, -0.0038, 0.0000], [-0.0259, 0.0161, 0.0178], [-0.0094, -0.0058, -0.0035], [0.0003, 0.0082, 0.0023], [-0.0001, 0.0053, -0.0075], [-0.0015, 0.0017, 0.0056], [-0.0066, 0.0044, -0.0031], [-0.0042, -0.0132, -0.0182], [-0.0011, 0.0127, -0.0057], [0.0061, -0.0027, -0.0028], [0.0042, -0.0074, 0.0066], [0.0033, -0.0004, 0.0072], [-0.0122, -0.0076, -0.0084], [-0.0147, 0.0035, 0.0028], [-0.0019, 0.0102, 0.0082], [-0.0071, 0.0139, -0.0128], [0.0137, 0.0076, 0.0010], [0.0087, -0.0186, 0.0062], [-0.0486, 0.0882, -0.0701], [0.0046, -0.0041, -0.0063], [0.0355, 0.0156, 0.0716], [-0.0035, 0.0091, 0.0137], [0.0035, 0.0055, -0.0117], [-0.0005, -0.0006, 0.0011], [0.0095, -0.0125, -0.0009], [0.0131, -0.0190, 0.0045], [-0.0129, -0.0048, 0.0078], [-0.0096, -0.0041, -0.0014], [-0.0120, 0.0106, -0.0038], [-0.0061, -0.0004, 0.0013], [-0.0028, 0.0016, -0.0005], [0.0033, 0.0036, 0.0048], [0.0006, -0.0008, 0.0008], [0.0011, -0.0016, -0.0002], [-0.0004, 0.0012, -0.0004], [-0.0077, 0.0117, 0.0016], [0.0045, -0.0009, 0.0009], [0.0039, -0.0012, -0.0070], [-0.0046, -0.0100, 0.0112], [0.0066, 0.0076, 0.0044], [-0.0008, -0.0033, -0.0013], [0.0032, -0.0015, 0.0003], [0.0004, -0.0012, 0.0014], [-0.0001, 0.0020, -0.0015], [0.0023, -0.0005, -0.0022], [-0.0343, -0.0227, -0.0431], [0.0010, -0.0016, -0.0015], [-0.0006, -0.0014, 0.0020], [0.0001, -0.0028, 0.0006], [0.0039, 0.0028, 0.0002], [0.0025, -0.0044, -0.0019], [0.0026, -0.0002, 0.0016]],
  "total_charge": -1,
  "gap_ev": 5.884,
  "fmax_ev_per_a": 0.25
}

=====

3.
{
  "formula": "C4H12",
  "method": "ωB97M-V/def2-TZVPD",
  "species": ["C", "C", "C", "C", "H", "H", "H", "H", "H", "H", "H", "H", "H", "H", "H", "H"],
  "xyz": [[-1.771432, -2.325414, 0.770309], [1.642731, 1.964818, 0.349477], [-1.229809, -1.105690, 0.083055], [1.435898, 1.441155, -1.151656], [-1.870524, -2.154205, 1.848371], [1.407426, 2.299343, -1.830936], [1.363769, 2.987148, 0.414230], [-1.139764, -3.205121, 0.695297], [0.456422, 0.931362, -1.234043], [1.049609, 1.354325, 1.052401], [-0.196889, -0.892034, 0.397173], [2.773337, 1.996231, 0.293017], [-2.689668, -2.634095, 0.402594], [-1.890934, -0.292894, 0.373485], [-1.546262, -1.103571, -1.002264], [2.206091, 0.738643, -1.460510]],
  "forces_ev_per_a": [[1.6309, -0.3773, 1.4335], [1.4235, -1.0882, -2.7633], [-1.4340, 0.5180, -0.8490], [-1.4761, 0.4319, 1.0581], [-0.0922, 0.0325, -0.1142], [0.1811, -0.2436, -0.0136], [-0.6059, 0.8437, 0.1438], [0.3734, -0.0685, -0.2074], [0.4779, 0.2195, -0.1409], [1.1108, 0.1926, -0.0135], [-0.3572, 0.0567, -0.8324], [-1.1585, -0.3954, 1.6377], [-1.9769, -0.3442, -0.7172], [0.3081, 0.5284, 0.5855], [1.5511, -0.3542, 0.7118], [0.0440, 0.0483, 0.0810]],
  "gap_ev": 12.441,
  "smiles": "CC.CC",
  "fmax_ev_per_a": 3.29
}

=====

4.
{
  "formula": "C19H24O11S",
  "method": "ωB97M-V/def2-TZVPD",
  "species": ["S", "O", "O", "O", "O", "O", "O", "O", "O", "O", "O", "O", "C", "C", "C", "C", "C", "C", "C", "C", "C", "C", "C", "C", "C", "C", "C", "C", "C", "C", "C", "H", "H", "H", "H", "H", "H", "H", "H", "H", "H", "H", "H", "H", "H", "H", "H", "H", "H", "H", "H", "H", "H", "H", "H"],
  "xyz": [[3.710850, 0.984131, 1.025596], [-6.747846, -2.231376, 0.036161], [-5.570104, -0.646172, 1.074270], [-0.926919, -0.333158, 1.872089], [6.940398, 4.664247, 1.905712], [3.669906, 0.115738, -0.114500], [-0.636327, 1.391944, 0.507193], [4.101442, 0.451097, 2.303210], [5.489469, 4.487993, 0.185313], [3.953986, 3.510367, -1.149787], [-1.081131, -2.858644, -0.919402], [-0.764516, -2.215283, -3.034250], [-2.015726, -0.977853, 2.564662], [-5.809583, -1.263395, 0.074622], [-5.140118, -1.146685, -1.282475], [7.642467, 0.695073, 1.283860], [-0.413808, -2.275462, -1.723671], [-2.841086, 0.967166, 1.498428], [-3.069304, 0.106780, 2.739249], [0.891414, -1.532726, -1.516314], [4.586641, 3.495903, -0.148279], [6.874080, 1.515413, 1.994878], [-1.370582, 0.758448, 1.218462], [6.034247, 2.503197, 1.304248], [2.121661, 1.723579, 1.181345], [6.330395, 3.976041, 1.158771], [4.818115, 2.352552, 0.786122], [-6.748889, -2.880215, -1.249076], [1.006812, -0.685761, -2.779148], [0.253177, -1.538198, -3.792929], [-6.115952, -1.873763, -2.203487], [1.697183, -2.264137, -1.435141], [0.852166, -0.944470, -0.603508], [7.863596, 0.910802, 0.245440], [0.893156, -2.292203, -4.256940], [-4.171306, -1.649003, -1.228333], [-7.774843, -3.136824, -1.499397], [1.423507, 1.162182, 0.567971], [-0.233567, -0.960908, -4.575389], [0.488336, 0.263301, -2.634418], [-1.635447, -1.382425, 3.498878], [-2.368567, -1.802195, 1.941798], [-5.652319, -2.342631, -3.068145], [-4.988046, -0.101497, -1.539555], [-6.874176, -1.175829, -2.560968], [-3.058265, 2.020492, 1.653531], [-6.163484, -3.798004, -1.167723], [2.116552, 2.762350, 0.857639], [-2.855982, 0.694562, 3.634267], [-4.075797, -0.289730, 2.820961], [1.823309, 1.695034, 2.223480], [6.887120, 1.497010, 3.077371], [8.012640, -0.238878, 1.681016], [2.029663, -0.467532, -3.076754], [-3.408597, 0.599560, 0.643043]],
  "forces_ev_per_a": [[-0.2553, -0.6255, 0.4690], [-0.0583, -0.0054, 0.0084], [-0.1138, 0.0013, -0.1057], [0.0401, 0.0619, 0.0284], [0.5591, -0.0683, -0.4015], [0.3671, 0.1917, -0.3363], [-0.3061, 0.1243, -0.1110], [0.0760, 0.0060, -0.0234], [0.0254, 0.0814, -0.0219], [-0.5922, 0.2851, 0.2556], [-0.1478, 0.0589, 0.0485], [-0.0632, -0.0030, 0.0247], [-0.1658, -0.1101, 0.0221], [0.1870, -0.0858, 0.0206], [-0.2115, -0.0160, -0.0785], [-0.3273, 0.0879, -0.1068], [0.1611, -0.0250, -0.0304], [0.1187, -0.0533, 0.3616], [0.0208, 0.1087, 0.0672], [-0.1135, 0.2151, -0.0867], [0.7374, -0.4227, -0.4039], [0.4098, -0.0319, 0.0088], [0.0013, -0.2304, -0.1537], [0.3301, 0.4226, 0.3237], [-0.0369, 0.4584, 0.0381], [-0.6989, 0.0876, 0.6179], [-0.1400, -0.0035, -0.5318], [0.0174, -0.0392, -0.1021], [-0.0126, 0.0185, 0.0437], [0.0996, 0.0761, -0.0509], [0.0142, 0.0621, 0.0136], [-0.0015, -0.0084, 0.0656], [0.0241, -0.1387, 0.0875], [-0.4547, -0.3386, -0.1909], [0.0051, -0.0066, 0.0181], [0.0398, 0.0211, 0.0126], [-0.0250, 0.0255, 0.0673], [0.1154, 0.0060, 0.0574], [-0.0606, -0.0320, 0.0164], [0.0030, 0.0040, -0.0003], [0.0890, 0.0431, -0.0143], [0.0116, 0.0222, -0.0352], [0.0385, -0.0407, 0.0398], [0.1032, 0.0014, 0.0545], [-0.0176, -0.0188, -0.0123], [-0.0062, 0.0259, -0.1690], [0.0236, 0.0134, -0.0017], [0.0906, -0.0160, -0.1980], [0.0366, -0.0300, 0.0151], [-0.0012, -0.0160, -0.0845], [0.0618, -0.1453, 0.1165], [-0.5585, -0.3108, 0.0227], [0.5884, 0.3314, 0.3290], [0.0119, -0.0564, -0.0029], [-0.0392, 0.0370, -0.0006]],
  "gap_ev": 9.088,
  "smiles": "C=CC1=C(S(C)(=O)=O)C(=O)OC1=O.O=C1CCCO1.O=C1CCCO1.O=C1CCCO1",
  "fmax_ev_per_a": 0.94
}

=====

Highest occupied orbital energy list, top to bottom, in eV: -9.95; -4.07; -11.31; -10.22